Model w:
ORCA calculation (wB97M-V/def2-TZVPD) on one molecule with the formula C3H5NOS.

Element x y z (Å)
O -0.23440 -2.38880 0.82189
C 0.72107 -1.71152 0.52069
C 0.65830 -0.28014 0.08855
C -0.65674 0.25428 0.42725
N -1.20560 1.29527 -0.08206
S -0.50087 2.17155 -1.38879
H 1.68737 -2.17540 0.35113
H 1.38311 0.37890 0.57267
H 0.87481 -0.26505 -1.00507
H -1.18793 -0.26435 1.16220
H -1.53913 2.98525 -1.46846

Frontier orbital gap = 10.0 eV
2S+1 = 1
SMILES = O=CC/C=N\S
E_LUMO = 0.76 eV
HOMO = -0.338 Ha



Model x:
ORCA calculation (wB97M-V/def2-TZVPD) on one molecule with the formula C3H5NOS.

Element x y z (Å)
C -2.00958 -0.76933 -0.04821
C -1.15649 0.21743 0.03032
O 0.21711 -0.06852 0.08702
C 1.05097 0.98092 0.04742
N 2.30226 0.89235 -0.06895
S 3.04109 -0.65982 -0.00528
H -1.55129 -1.75616 -0.05746
H -3.04984 -0.63933 -0.14819
H -1.40191 1.26471 0.04743
H 0.58276 1.98081 -0.06453
H 1.97490 -1.44307 0.18043

Frontier orbital gap = 9.6 eV
2S+1 = 1
SMILES = C=CO/C=N\S
E_LUMO = 0.91 eV
HOMO = -0.320 Ha



Model y:
ORCA calculation (wB97M-V/def2-TZVPD) on one molecule with the formula C3H5NOS.

Element x y z (Å)
O 0.07901 2.22836 -0.03535
C 0.18058 1.09214 -0.29248
C 1.29121 0.10753 -0.26288
C 0.21627 -0.98747 -0.02221
N -0.80148 0.09637 -0.55759
S -2.62077 0.35836 -0.23603
H 1.88111 -0.10374 -1.11086
H 2.14517 0.24520 0.51458
H 0.19524 -2.20189 -0.42118
H 0.20237 -1.17749 1.23772
H -2.76873 0.34261 1.18627

Frontier orbital gap = 10.1 eV
2S+1 = 1
SMILES = O=C1CCN1S
E_LUMO = 0.38 eV
HOMO = -0.357 Ha



Of them, the most stable is model w and the least stable is model y.



Model w:
ORCA calculation (wB97M-V/def2-TZVPD) on one molecule with the formula C3H5NOS.

Element x y z (Å)
C -1.41558 -0.05988 0.31730
O -1.56958 -1.31465 1.00058
S -0.37491 -2.44990 0.74958
C 0.83926 -1.11904 0.26035
N 1.05459 0.13407 0.97339
C 0.05370 0.04844 -0.06688
H -1.66587 0.56832 1.15367
H -2.02919 0.09559 -0.54510
H 1.59501 -1.43319 -0.50964
H 1.79511 0.81581 0.97661
H 0.41278 0.61652 -0.90539

Frontier orbital gap = 9.2 eV
2S+1 = 1
SMILES = C1OS[C@@H]2N[C@H]12
E_LUMO = 0.85 eV
HOMO = -0.309 Ha



Model x:
ORCA calculation (wB97M-V/def2-TZVPD) on a 2-piece molecular cluster, C3H5NOS overall.

Element x y z (Å)
C 0.37706 0.13163 1.50161
C 0.18506 0.91889 0.58789
C -0.21302 1.72244 -0.51389
H 0.91748 -0.35947 2.24440
H 0.51595 1.83997 -1.30108
H -0.39237 2.74679 -0.07262
H -1.13255 1.36218 -1.02722
O -1.15603 -3.01665 0.55448
N -0.47650 -2.12777 0.13112
S 0.46601 -2.20214 -1.19386
H 0.90891 -1.01588 -0.91082

Frontier orbital gap = 8.7 eV
2S+1 = 1
SMILES = C#CC.O=NS
E_LUMO = 0.06 eV
HOMO = -0.316 Ha



Model y:
ORCA calculation (wB97M-V/def2-TZVPD) on one molecule with the formula C3H5NOS.

Element x y z (Å)
O 0.90710 2.87034 -1.20711
N 0.70378 1.41867 -1.36293
C 0.94648 0.86062 -0.23357
C 0.62295 -0.56942 -0.18937
C -0.46699 -0.74985 0.93168
S -1.42289 -2.04138 1.06035
H 1.52987 3.02859 -1.94297
H 1.31264 1.43983 0.61079
H 0.29790 -0.87230 -1.21615
H 1.41427 -1.24971 0.10034
H -0.58624 0.17416 1.62733

Frontier orbital gap = 8.5 eV
2S+1 = 1
SMILES = O/N=C/CC=S
E_LUMO = -0.46 eV
HOMO = -0.330 Ha



Of them, the most stable is model w and the least stable is model x.



Model w:
ORCA calculation (wB97M-V/def2-TZVPD) on C3H5NOS as an isolated structure.

Element x y z (Å)
C -1.12612 0.35154 0.66004
C 0.29764 1.85399 -0.49254
C -0.43083 -0.84479 0.15589
N -0.68432 1.37171 0.06920
O 2.17445 -0.42709 0.75186
S 1.26428 -0.36475 -0.42058
H -1.80876 0.38059 1.62318
H 0.27155 2.27707 -1.47622
H -0.30225 -1.49293 1.04493
H -0.85926 -1.44347 -0.78448
H 1.20364 -1.66187 -1.13130

Frontier orbital gap = 8.3 eV
2S+1 = 1
E_LUMO = 0.29 eV
HOMO = -0.295 Ha



Model x:
ORCA calculation (wB97M-V/def2-TZVPD) on one molecule with the formula C3H5NOS.

Element x y z (Å)
N 2.59304 -0.45271 -0.24321
C 1.56150 -0.07497 0.09967
C 0.35675 0.23486 0.35131
S -0.28244 1.84587 -0.25449
C -0.41366 -0.80843 -0.42752
O -1.84265 -0.99416 0.15704
H 0.18960 0.43735 1.55217
H 0.37822 2.57854 0.83346
H 0.29372 -1.70773 -0.14830
H -0.66015 -0.74967 -1.55552
H -2.17393 -0.30896 -0.36462

Frontier orbital gap = 10.3 eV
2S+1 = 1
SMILES = N#C[C@@H](S)CO
E_LUMO = 0.21 eV
HOMO = -0.372 Ha



Of them, the most stable is model x and the least stable is model w.



Model w:
ORCA calculation (wB97M-V/def2-TZVPD) on a 2-piece molecular cluster, C3H5NOS overall.

Element x y z (Å)
C -1.35921 0.73385 0.77371
C -1.30492 -0.48060 1.32874
C 2.04153 0.03037 -1.04086
N -0.67883 -0.43419 -1.04558
O -1.06327 0.77931 -0.53358
S -0.84533 -1.62498 0.08160
H -1.60402 1.68001 1.21979
H -1.49596 -0.78617 2.33233
H 2.12140 0.56391 -1.96435
H 2.02903 0.57065 -0.11842
H 2.15958 -1.03216 -1.03338

Frontier orbital gap (spin up / spin down) = 8.5 / 7.9 eV
2S+1 = 1
E_LUMO (spin up / spin down) = 0.44 / 0.70 eV
HOMO (spin up / spin down) = -0.297 / -0.264 Ha



Model x:
ORCA calculation (wB97M-V/def2-TZVPD) on one molecule with the formula C3H5NOS.

Element x y z (Å)
C -0.43631 0.89820 -0.07972
C 0.98103 0.39921 0.07990
N 1.99468 1.15569 0.03646
S 3.42999 0.38161 -0.01659
O 2.65883 -1.18950 -0.06076
C 1.24661 -1.07552 0.10202
H -1.12048 0.26083 0.58534
H -0.64828 1.00821 -1.19117
H -0.50713 1.97301 0.13811
H 1.23132 -1.64759 1.07323
H 0.81632 -1.58974 -0.67331

Frontier orbital gap = 8.8 eV
2S+1 = 1
SMILES = CC1=NSOC1
E_LUMO = 0.76 eV
HOMO = -0.297 Ha



Of them, the most stable is model x and the least stable is model w.



Model w:
ORCA calculation (wB97M-V/def2-TZVPD) on a 3-piece molecular cluster, C6H14NO overall.

Element x y z (Å)
C 3.04468 -0.22733 -1.42253
N 1.85704 -0.31385 -2.04222
C -0.30996 -0.53077 0.98120
C -1.10419 0.53366 0.21118
C -1.27350 0.02349 -1.27827
C -0.38870 1.83704 0.31240
C -1.16973 -1.54289 1.73656
O -1.97106 -0.88459 2.61551
H 3.49867 -1.02735 -0.84546
H 3.84253 0.46975 -1.70808
H 2.15250 0.51365 -0.41168
H 0.39187 -0.17452 1.77990
H 0.33477 -1.05761 0.26649
H -2.12770 0.48856 0.63112
H -1.73385 -0.96675 -1.24034
H -0.29711 -0.03910 -1.74354
H -1.97381 0.70833 -1.81201
H 0.70862 1.77510 0.22828
H -0.61469 2.42122 1.25272
H -0.57889 2.42850 -0.61532
H -0.51276 -2.32897 2.16658
H -1.77475 -2.10558 0.93750

Frontier orbital gap (spin up / spin down) = 7.3 / 9.9 eV
2S+1 = 2
E_LUMO (spin up / spin down) = -1.40 / -0.45 eV
HOMO (spin up / spin down) = -0.320 / -0.381 Ha



Model x:
ORCA calculation (wB97M-V/def2-TZVPD) on one molecule with the formula C6H14NO.

Element x y z (Å)
C 0.57451 -1.07645 0.06222
N 0.79854 0.24594 -0.51778
C -0.38048 1.11533 -0.57152
C -0.03699 2.46196 0.06072
C 0.04506 2.56719 1.63306
O 0.97547 3.43674 2.06326
C -0.39040 -1.90668 -0.83554
C -0.34541 -3.33649 -0.47819
H 1.54396 -1.58528 0.04165
H 0.23726 -0.94637 1.09646
H 1.64822 0.73970 -0.33895
H -0.52601 1.29602 -1.65480
H -1.28295 0.67954 -0.13840
H 0.77535 3.00221 -0.46821
H -0.60762 3.35446 -0.27166
H -1.00767 2.77494 1.88347
H 0.29629 1.59900 2.10590
H -1.37202 -1.40261 -0.78410
H -0.08110 -1.66975 -1.86747
H 0.65166 -3.81687 -0.47828
H -0.95833 -3.96575 -1.13138
H -0.55733 -3.56680 0.58954

Frontier orbital gap (spin up / spin down) = 9.5 / 6.9 eV
2S+1 = 2
E_LUMO (spin up / spin down) = 1.05 / -1.49 eV
HOMO (spin up / spin down) = -0.310 / -0.309 Ha



Of them, the most stable is model x and the least stable is model w.



Model w:
ORCA calculation (wB97M-V/def2-TZVPD) on one molecule with the formula C3H3NO3.

Element x y z (Å)
O 2.34664 0.44945 0.04125
C 1.25310 0.52465 0.51693
N 0.01278 0.00638 -0.03387
C -0.08500 -0.60470 -1.33147
O 0.81929 -0.59124 -2.13690
C -1.10967 0.02051 0.75943
O -2.26160 -0.14400 0.42872
H 0.97167 1.05545 1.48129
H -1.14102 -0.96775 -1.54700
H -0.80619 0.25125 1.82162

Frontier orbital gap = 10.8 eV
2S+1 = 1
SMILES = O=CN(C=O)C=O
E_LUMO = 0.12 eV
HOMO = -0.393 Ha



Model x:
ORCA calculation (wB97M-V/def2-TZVPD) on one molecule with the formula C3H3NO3.

Element x y z (Å)
H -0.13739 1.87305 -1.70115
N -0.83119 1.61692 -0.99032
C -0.52611 0.53603 -0.43343
C -1.36177 -0.22501 0.64662
O -0.93841 -1.36229 0.87576
O 0.56711 -0.23682 -0.83336
C 1.51781 -0.48198 0.11362
O 1.58744 0.08644 1.16281
H -2.09353 -0.56433 1.42018
H 2.21604 -1.24201 -0.26074

Frontier orbital gap = 9.7 eV
2S+1 = 1
SMILES = [H]/N=C(/C=O)OC=O
E_LUMO = -0.35 eV
HOMO = -0.370 Ha



Model y:
ORCA calculation (wB97M-V/def2-TZVPD) on one molecule with the formula C3H3NO3.

Element x y z (Å)
O 1.37663 -1.11717 1.29751
C 1.78328 -0.45350 0.38728
O 1.01208 0.33380 -0.40347
C -0.32576 0.25836 -0.17283
C -1.20384 -0.33836 0.63722
O -2.28893 -0.14588 -0.18580
N -1.26329 0.82838 -1.04215
H 2.82598 -0.36416 0.06349
H -1.26246 -0.62660 1.67542
H -1.04046 0.62433 -2.03828

Frontier orbital gap = 9.1 eV
2S+1 = 1
SMILES = O=COc1co[nH]1
E_LUMO = 0.43 eV
HOMO = -0.317 Ha



Of them, the most stable is model w and the least stable is model y.



Model w:
ORCA calculation (wB97M-V/def2-TZVPD) on one molecule with the formula C3H3NO3.

Element x y z (Å)
H -0.38064 2.01331 -1.39027
N -1.06571 1.48031 -0.85117
C -0.49546 0.46603 -0.36450
C -1.32605 -0.52092 0.40812
O -0.89247 -1.56252 0.83227
O 0.80625 0.15279 -0.61954
C 1.67151 -0.45459 0.28828
O 2.37522 0.20527 0.98451
H -2.38267 -0.23136 0.51121
H 1.69002 -1.54833 0.20109

Frontier orbital gap = 10.5 eV
2S+1 = 1
SMILES = [H]/N=C(/C=O)OC=O
E_LUMO = -0.52 eV
HOMO = -0.406 Ha



Model x:
ORCA calculation (wB97M-V/def2-TZVPD) on one molecule with the formula C3H3NO3.

Element x y z (Å)
H 1.65756 -0.57322 -0.81734
N 1.55818 -0.21426 0.13090
C 0.38810 0.15894 0.38748
C 0.05006 0.90603 1.66105
O -0.61664 1.90274 1.56908
O -0.74848 0.14510 -0.41781
C -0.87909 -0.73682 -1.43786
O -0.04438 -1.50944 -1.82632
H 0.46229 0.55684 2.62629
H -1.89258 -0.63803 -1.84829

Frontier orbital gap = 10.4 eV
2S+1 = 1
SMILES = [H]/N=C(/C=O)OC=O
E_LUMO = -0.11 eV
HOMO = -0.385 Ha



Of them, the most stable is model x and the least stable is model w.



Model w:
ORCA calculation (wB97M-V/def2-TZVPD) on one molecule with the formula C3H3NO3.

Element x y z (Å)
O 2.12532 -0.64474 2.03090
C 1.15864 -0.79632 1.34816
O 0.63837 0.20663 0.59877
C -0.48848 -0.09246 -0.18658
N -1.24934 1.05820 -0.66340
C -0.45340 0.44235 -1.56772
O -0.00941 0.49472 -2.67918
H 0.59259 -1.74079 1.25905
H -1.08403 -0.93628 0.16872
H -1.23025 2.00869 -0.30871

Frontier orbital gap = 10.9 eV
2S+1 = 1
SMILES = O=CO[C@H]1NC1=O
E_LUMO = 0.72 eV
HOMO = -0.372 Ha



Model x:
ORCA calculation (wB97M-V/def2-TZVPD) on one molecule with the formula C3H3NO3.

Element x y z (Å)
C -2.28994 -0.59455 0.06207
N -1.33015 0.31679 -0.18756
O -0.13832 -0.32444 -0.27750
C 0.82809 0.58059 0.06592
O 0.56912 1.70547 -0.03878
C 2.17342 0.09474 0.10200
O 2.62664 -1.07930 -0.08553
H -3.33844 -0.17091 0.15839
H -1.96348 -1.57475 0.38154
H 2.86306 1.04636 -0.18054

Frontier orbital gap = 9.3 eV
2S+1 = 1
SMILES = C=NOC(=O)C=O
E_LUMO = -1.23 eV
HOMO = -0.387 Ha



Model y:
ORCA calculation (wB97M-V/def2-TZVPD) on one molecule with the formula C3H3NO3.

Element x y z (Å)
O -0.62377 2.17186 0.10526
C -0.45584 0.79055 0.40918
C -0.04559 0.08515 1.37721
O 0.53574 -0.96346 0.92196
C 0.29877 -1.01540 -0.38902
O 0.61816 -2.02075 -1.08017
N -0.14066 0.11048 -0.70192
H -1.07263 2.01453 -0.89102
H 0.06855 0.42713 2.30959
H 0.81727 -1.60010 -2.06105

Frontier orbital gap = 9.2 eV
2S+1 = 1
SMILES = Oc1coc(O)n1
E_LUMO = 0.34 eV
HOMO = -0.324 Ha



Of them, the most stable is model w and the least stable is model x.